19
Properties=species:S:1:pos:R:3:forces:R:3 method="wB97M-V/def2-TZVPD" homo_energy_ev=-2.60 charge=-1 energy_ev=-150509.4786
C -4.1822 -4.3894 -0.3931 1.454 -0.612 0.655
Br -4.8487 -6.0383 0.5030 0.166 0.697 -0.139
H 1.5847 0.9509 4.4695 0.588 0.521 0.882
Br -1.9353 -3.1449 -1.7139 -0.267 -0.202 0.225
H 2.3545 5.9953 -1.8693 -3.898 -0.901 2.343
H 0.8914 0.1062 3.2588 -0.821 -0.570 -0.609
B 3.2313 6.2093 -2.4606 -0.066 -0.220 -0.193
H -2.1409 -4.0376 0.5669 -0.736 0.070 0.173
H 3.9869 5.4801 -2.2127 3.071 -3.326 0.982
H 3.0565 6.1448 -3.5234 -0.871 0.031 -4.368
H 3.6743 7.1302 -2.1142 1.464 3.929 1.066
H -2.0743 -5.3278 -0.5641 -0.763 -0.179 -0.213
H -4.6254 -4.4324 -1.3880 0.426 0.110 0.146
C -2.6194 -4.4112 -0.3384 0.068 0.431 -0.762
O 2.5725 1.1209 2.5955 -0.561 -0.064 0.467
H 2.4175 -0.5088 3.7999 0.155 -0.524 0.719
H -4.4987 -3.5068 0.1626 -0.337 -0.298 -0.089
C 1.8891 0.4163 3.5696 0.488 0.568 -1.760
Na 1.2661 2.2429 -2.3480 0.439 0.538 0.475



18
Properties=species:S:1:pos:R:3:forces:R:3 method="wB97M-V/def2-TZVPD" homo_energy_ev=-6.99 charge=0 energy_ev=-8990.4426 relative_energy_kcal_mol=124.5
H 2.3995 -1.4853 -0.6903 1.195 0.228 -0.238
H 1.7567 1.2665 -0.4008 -2.595 2.265 -0.771
N 1.8715 -0.7417 -0.2819 -1.754 -0.352 1.281
H -0.1543 2.3285 0.8818 0.674 0.475 -0.101
H -2.6328 -2.0102 0.3198 1.551 1.782 -1.122
H -0.6169 -2.8322 0.7568 1.118 -0.037 0.299
O -0.5737 1.1373 -0.7658 1.003 -2.499 -0.520
C 2.4114 0.6265 0.0235 2.585 -2.943 -1.917
H -1.6037 2.7160 -0.0594 -0.081 1.391 -0.811
H -1.6653 1.5870 1.0809 0.631 -0.979 -0.739
B 0.5917 -1.1989 -0.0987 0.007 1.438 0.935
H 2.7480 0.8958 1.0053 -0.209 -0.551 0.655
C -0.9392 1.9293 0.2341 -1.527 0.123 2.536
H -1.5751 -0.5305 -0.5903 -1.125 1.462 0.022
H 3.2501 0.6448 -0.6900 0.240 0.415 0.652
N -0.4527 -1.9883 0.2392 -0.830 0.845 -0.297
C -1.7813 -1.5503 -0.3500 -0.049 -3.047 1.109
H -1.7679 -2.1542 -1.2336 -0.834 -0.015 -0.974



17
Properties=species:S:1:pos:R:3:forces:R:3 method="wB97M-V/def2-TZVPD" homo_energy_ev="-9.46 / -6.79" charge=0 energy_ev=-27142.1221 relative_energy_kcal_mol=50.0
C -0.5417 0.2991 -1.1620 0.202 3.337 -0.949
H -1.0166 1.0366 2.5372 0.195 1.628 1.073
H 0.1614 0.4519 -2.0103 -0.302 -0.646 0.650
H -1.2414 1.1808 -1.2895 0.893 -0.296 0.569
Si 0.6332 -2.1205 1.0081 0.276 -0.082 1.461
H 2.5385 1.1705 1.2833 0.192 -1.063 0.759
Si 0.1507 0.1688 0.5339 1.676 -0.429 0.642
C -1.1915 0.2989 1.8436 -0.918 -1.749 -1.111
H 0.9963 -2.3806 2.5517 -0.350 0.277 -1.637
H -1.3094 -0.6041 2.4675 0.208 0.067 -0.512
H -2.1774 0.4607 1.3733 0.347 0.076 0.103
I -0.4212 3.0481 3.8296 0.202 0.703 0.497
H 2.1721 1.5452 -0.2677 -0.482 0.247 -0.505
C 1.6767 1.4062 0.6885 -0.204 -1.894 -0.569
H -1.2472 -0.4328 -1.3157 -1.164 -2.371 -0.684
H 1.4150 2.3163 1.1214 -0.933 1.896 0.267
H 0.9150 -3.3504 0.2200 0.164 0.298 -0.055



15
Properties=species:S:1:pos:R:3:forces:R:3 method="wB97M-V/def2-TZVPD" homo_energy_ev=-9.68 smiles=CCN.C charge=0 energy_ev=-4778.1745 relative_energy_kcal_mol=30.5
N -1.4731 4.1710 -0.2449 -0.864 -2.159 -0.835
H 2.8719 -6.4780 1.7401 -0.766 1.031 -1.121
H -0.6259 4.3883 -0.6703 1.644 1.242 -1.548
H 2.9542 -4.8071 1.3508 0.880 2.107 0.269
C 2.3280 -5.6127 1.2049 -2.475 -3.550 2.313
H -2.0221 2.2109 -2.0043 -2.005 0.741 -1.471
C -1.2280 2.7010 -0.0766 -0.252 0.580 -1.355
H -0.2733 2.4603 -1.8737 0.744 0.135 -1.513
H -2.0556 2.2089 0.2866 -2.046 -0.560 1.745
H -1.3789 4.6667 0.5974 -0.313 0.418 1.727
C -1.1565 2.0148 -1.4966 2.575 -0.021 3.466
H 1.2870 -5.5723 1.8353 2.514 0.348 -1.888
H -1.0179 0.9325 -1.4015 0.056 0.225 0.049
H -0.4010 2.5616 0.6098 0.462 -0.600 -0.266
H 2.1911 -5.8457 0.1430 -0.154 0.064 0.427



What did the first record say?
19
Properties=species:S:1:pos:R:3:forces:R:3 method="wB97M-V/def2-TZVPD" homo_energy_ev=-2.60 charge=-1 energy_ev=-150509.4786
C -4.1822 -4.3894 -0.3931 1.454 -0.612 0.655
Br -4.8487 -6.0383 0.5030 0.166 0.697 -0.139
H 1.5847 0.9509 4.4695 0.588 0.521 0.882
Br -1.9353 -3.1449 -1.7139 -0.267 -0.202 0.225
H 2.3545 5.9953 -1.8693 -3.898 -0.901 2.343
H 0.8914 0.1062 3.2588 -0.821 -0.570 -0.609
B 3.2313 6.2093 -2.4606 -0.066 -0.220 -0.193
H -2.1409 -4.0376 0.5669 -0.736 0.070 0.173
H 3.9869 5.4801 -2.2127 3.071 -3.326 0.982
H 3.0565 6.1448 -3.5234 -0.871 0.031 -4.368
H 3.6743 7.1302 -2.1142 1.464 3.929 1.066
H -2.0743 -5.3278 -0.5641 -0.763 -0.179 -0.213
H -4.6254 -4.4324 -1.3880 0.426 0.110 0.146
C -2.6194 -4.4112 -0.3384 0.068 0.431 -0.762
O 2.5725 1.1209 2.5955 -0.561 -0.064 0.467
H 2.4175 -0.5088 3.7999 0.155 -0.524 0.719
H -4.4987 -3.5068 0.1626 -0.337 -0.298 -0.089
C 1.8891 0.4163 3.5696 0.488 0.568 -1.760
Na 1.2661 2.2429 -2.3480 0.439 0.538 0.475



> Which of these has the lowest charge?

C3H11BBr2NaO



Repeat the second record exactly.
18
Properties=species:S:1:pos:R:3:forces:R:3 method="wB97M-V/def2-TZVPD" homo_energy_ev=-6.99 charge=0 energy_ev=-8990.4426 relative_energy_kcal_mol=124.5
H 2.3995 -1.4853 -0.6903 1.195 0.228 -0.238
H 1.7567 1.2665 -0.4008 -2.595 2.265 -0.771
N 1.8715 -0.7417 -0.2819 -1.754 -0.352 1.281
H -0.1543 2.3285 0.8818 0.674 0.475 -0.101
H -2.6328 -2.0102 0.3198 1.551 1.782 -1.122
H -0.6169 -2.8322 0.7568 1.118 -0.037 0.299
O -0.5737 1.1373 -0.7658 1.003 -2.499 -0.520
C 2.4114 0.6265 0.0235 2.585 -2.943 -1.917
H -1.6037 2.7160 -0.0594 -0.081 1.391 -0.811
H -1.6653 1.5870 1.0809 0.631 -0.979 -0.739
B 0.5917 -1.1989 -0.0987 0.007 1.438 0.935
H 2.7480 0.8958 1.0053 -0.209 -0.551 0.655
C -0.9392 1.9293 0.2341 -1.527 0.123 2.536
H -1.5751 -0.5305 -0.5903 -1.125 1.462 0.022
H 3.2501 0.6448 -0.6900 0.240 0.415 0.652
N -0.4527 -1.9883 0.2392 -0.830 0.845 -0.297
C -1.7813 -1.5503 -0.3500 -0.049 -3.047 1.109
H -1.7679 -2.1542 -1.2336 -0.834 -0.015 -0.974



> Which value of charge does entry 4 give?

0